Record 1
The following is a quantum chemistry calculation of a cluster of 7 separate species, C44H43BNO31P in total at a distorted geometry, from the Open Molecules 2025 dataset.

CARTESIAN COORDINATES (ANGSTROEM)
C  -0.3973  -1.5993  2.4689
C  0.1276  -0.3214  3.1926
O  -0.6244  0.8507  2.8259
P  -0.3288  1.3645  1.3017
O  0.7586  0.6319  0.6330
C  -1.9168  1.2433  0.3950
C  -3.1992  1.5107  1.2564
N  -4.3054  2.1153  0.4766
C  -5.1146  1.0733  -0.2148
B  -4.5840  0.7017  -1.6730
O  -4.1214  -0.6308  -1.8615
O  -4.5290  1.5767  -2.7434
C  -5.2062  2.6677  1.4841
O  -5.7474  3.6951  1.3815
O  -5.4530  1.9070  2.6076
O  0.0961  2.9346  1.3327
C  1.4107  3.1137  1.8908
C  2.4558  3.4758  0.8088
H  -1.3807  -1.3584  2.0262
H  0.2513  -1.8734  1.6228
H  -0.4832  -2.4563  3.1866
H  0.0711  -0.5071  4.2785
H  1.1987  -0.1798  2.9726
H  -1.9691  0.1905  0.0540
H  -1.8567  1.8503  -0.5235
H  -2.9358  2.2377  2.0429
H  -3.4762  0.5602  1.7508
H  -5.2649  0.1687  0.4166
H  -6.1323  1.5036  -0.3488
H  -3.1987  -0.5114  -2.1453
H  -3.6150  1.5492  -3.0751
H  -5.5395  0.9708  2.3716
H  1.3997  3.9419  2.6193
H  1.7732  2.1974  2.3845
H  2.0802  4.2871  0.1630
H  2.6965  2.6050  0.1811
H  3.3723  3.8076  1.3277
O  -0.9774  -3.9352  5.2672
C  -0.6871  -5.0949  5.0267
C  -1.6381  -6.1913  5.1753
C  -1.2666  -7.4486  4.9076
O  -2.1107  -8.4760  5.0285
C  0.1228  -7.7759  4.4543
O  0.4147  -8.9375  4.2409
C  1.0646  -6.6761  4.2875
C  0.6879  -5.4189  4.5560
O  1.5147  -4.3923  4.4209
H  -2.6378  -5.9423  5.5027
H  -1.5984  -9.2695  4.7784
H  2.0610  -6.9204  3.9464
H  1.0017  -3.6039  4.6885
O  4.7130  -1.8125  3.3417
C  4.8061  -2.4975  2.3402
C  5.9316  -2.4078  1.4167
C  5.9708  -3.1753  0.3228
O  6.9947  -3.1148  -0.5395
C  4.8757  -4.1433  0.0010
O  4.9534  -4.8043  -1.0175
C  3.7604  -4.2510  0.9360
C  3.7222  -3.4854  2.0336
O  2.7169  -3.5592  2.9136
H  6.7169  -1.7055  1.6535
H  6.7901  -3.7613  -1.2427
H  2.9830  -4.9655  0.7028
H  2.9330  -2.9043  3.6038
O  -2.8072  -0.1046  -4.1484
C  -2.7178  -0.7975  -5.1486
C  -1.5754  -0.7331  -6.0468
C  -1.5335  -1.5035  -7.1413
O  -0.5034  -1.4734  -7.9858
C  -2.6484  -2.4463  -7.4809
O  -2.5674  -3.1091  -8.4972
C  -3.7810  -2.5258  -6.5672
C  -3.8211  -1.7580  -5.4701
O  -4.8406  -1.8096  -4.6118
H  -0.7793  -0.0468  -5.7930
H  -0.7190  -2.1173  -8.6890
H  -4.5707  -3.2217  -6.8129
H  -4.6380  -1.1652  -3.9007
O  -3.8577  3.8797  -5.8430
C  -3.9570  3.3709  -6.9429
C  -3.6517  4.0837  -8.1794
C  -3.7945  3.4755  -9.3624
O  -3.5221  4.0961  -10.5141
C  -4.2697  2.0590  -9.4646
O  -4.3995  1.5589  -10.5659
C  -4.5527  1.3385  -8.2274
C  -4.4069  1.9459  -7.0442
O  -4.6540  1.3164  -5.8918
H  -3.3112  5.1060  -8.0932
H  -3.7076  3.4430  -11.2163
H  -4.8789  0.3106  -8.3129
H  -4.4769  1.9714  -5.1869
O  9.4109  2.2698  2.2392
C  9.5041  1.5854  1.2376
C  10.6309  1.6770  0.3136
C  10.6706  0.9096  -0.7821
O  11.6869  0.9654  -1.6482
C  9.5737  -0.0594  -1.1024
O  9.6494  -0.7204  -2.1204
C  8.4600  -0.1666  -0.1656
C  8.4227  0.5980  0.9302
O  7.4120  0.5184  1.8069
H  11.4152  2.3811  0.5538
H  11.4736  0.3175  -2.3473
H  7.6822  -0.8799  -0.3945
H  7.6136  1.1695  2.5066
O  -3.1794  6.2925  7.9585
C  -2.9689  5.5390  7.0273
C  -1.9147  4.5288  7.0463
C  -1.7199  3.7392  5.9851
O  -0.7674  2.7999  5.9613
C  -2.5596  3.8605  4.7542
O  -2.3192  3.1240  3.8159
C  -3.6280  4.8514  4.7399
C  -3.8268  5.6404  5.8024
O  -4.7957  6.5586  5.8299
H  -1.3133  4.4528  7.9413
H  -0.8375  2.3736  5.0826
H  -4.2389  4.9154  3.8489
H  -4.7251  6.9913  6.7026

- multiplicity = 1
- SMILES = CCOP(=O)(CCN(CB(O)O)C(=O)O)OCC.O=C1C=C(O)C(=O)C=C1O.O=C1C=C(O)C(=O)C=C1O.O=C1C=C(O)C(=O)C=C1O.O=C1C=C(O)C(=O)C=C1O.O=C1C=C(O)C(=O)C=C1O.O=C1C=C(O)C(=O)C=C1O
- calculated total energy (hartree) = -4455.97872
- LUMO energy (eV) = -1.8
- E_HOMO (eV) = -9.680

***

Record 2
The following is a quantum chemistry calculation of a structure of composition C44H43BrN7OReS, from the Open Molecules 2025 dataset.

CARTESIAN COORDINATES (ANGSTROEM)
Re  -0.5137  0.1383  0.1912
C  -0.6876  4.1445  -1.5685
C  -0.5851  2.9366  -0.7065
N  -0.2763  1.7556  -1.1621
N  -0.2453  1.5939  -2.5013
C  0.6418  0.7336  -3.0067
N  0.3876  0.4145  -4.3023
S  2.0052  0.1000  -2.2339
C  -0.8499  2.9988  0.7250
C  -1.1254  4.1812  1.4061
C  -1.3266  4.1476  2.7711
C  -1.2290  2.9357  3.4458
C  -0.9600  1.7976  2.7190
N  -0.8086  1.8239  1.3894
H  -0.2716  3.9323  -2.5484
H  -1.7343  4.4336  -1.6934
H  -0.1534  4.9837  -1.1226
H  -0.3116  0.9453  -4.7937
H  1.1384  0.0001  -4.8283
H  -1.1785  5.1091  0.8581
H  -1.5476  5.0578  3.3103
H  -1.3482  2.8715  4.5169
H  -0.8483  0.8336  3.1936
C  -2.6591  -4.1544  5.1650
C  -1.2405  -4.6130  4.9719
C  -0.6757  -5.5753  5.7978
C  0.6354  -5.9968  5.6321
C  1.3991  -5.4696  4.6044
C  0.8537  -4.5214  3.7522
C  -0.4500  -4.0804  3.9492
N  -1.0608  -3.1248  3.0916
C  -0.5018  -2.0555  2.4638
N  0.6549  -1.6066  2.9687
C  1.5402  -0.5821  2.5391
C  1.2959  0.1876  1.4048
C  2.2436  1.1868  1.1286
C  3.3725  1.3717  1.9022
C  3.5886  0.5610  3.0084
C  2.6793  -0.4218  3.3516
C  2.9160  -1.2813  4.5677
N  -1.1472  -1.4823  1.4597
C  -2.3886  -2.1422  1.1024
C  -2.3429  -3.2131  0.2182
C  -3.5065  -3.8395  -0.1949
C  -4.7278  -3.3986  0.2902
C  -4.7647  -2.3763  1.2241
C  -3.6043  -1.7484  1.6682
C  -3.6823  -0.7304  2.7684
H  -3.0945  -4.6197  6.0462
H  -3.2938  -4.4171  4.3139
H  -2.7102  -3.0713  5.2920
H  -1.2779  -5.9971  6.5923
H  1.0520  -6.7412  6.2953
H  2.4151  -5.8056  4.4496
H  1.4292  -4.1592  2.9103
H  -2.0179  -3.3159  2.8289
H  0.9640  -2.1149  3.7836
H  2.1064  1.8203  0.2630
H  4.0901  2.1368  1.6397
H  4.4706  0.6983  3.6205
H  3.8208  -0.9632  5.0807
H  3.0453  -2.3365  4.3130
H  2.0963  -1.2121  5.2890
H  -1.3794  -3.5726  -0.1191
H  -3.4582  -4.6684  -0.8880
H  -5.6470  -3.8607  -0.0412
H  -5.7159  -2.0542  1.6283
H  -4.6565  -0.2456  2.7759
H  -2.9237  0.0358  2.6570
H  -3.5393  -1.2070  3.7425
Br  -7.1477  0.5266  -1.6060
C  -5.3130  0.5214  -1.1437
C  -4.8698  1.2983  -0.0900
C  -3.5298  1.2464  0.2708
C  -2.6018  0.4323  -0.3866
C  -3.0939  -0.2974  -1.4787
C  -4.4277  -0.2663  -1.8576
H  -5.5632  1.9301  0.4485
H  -3.2334  1.8623  1.1121
H  -2.4268  -0.9212  -2.0542
H  -4.7776  -0.8531  -2.6957
C  -0.4240  -2.9338  -3.0025
C  0.1363  -2.4789  -1.6925
O  -0.2560  -1.3965  -1.2388
C  1.1284  -3.3079  -0.9934
C  1.9667  -2.7246  -0.0432
C  2.9294  -3.4874  0.5937
C  3.0444  -4.8410  0.3031
C  2.2110  -5.4298  -0.6404
C  1.2654  -4.6648  -1.2993
H  -1.0548  -2.1594  -3.4255
H  -1.0109  -3.8436  -2.8589
H  0.3880  -3.1660  -3.6910
H  1.8991  -1.6636  0.1434
H  3.5999  -3.0182  1.3018
H  3.7965  -5.4392  0.7999
H  2.3094  -6.4813  -0.8712
H  0.6354  -5.1296  -2.0450

- multiplicity = 4
- calculated total energy (hartree) = -5211.34263
- net charge = +1
- LUMO energy (spin up / spin down) (eV) = -3.0 / -4.0
- E_HOMO (spin up / spin down) (eV) = -9.861 / -9.864

***

Record 3
The following is a quantum chemistry calculation of a cluster of 7 separate species, C44H43FIN10O17P2 in total at a distorted geometry, from the Open Molecules 2025 dataset.

CARTESIAN COORDINATES (ANGSTROEM)
O  1.0140  3.0287  3.2325
P  2.4683  2.9101  3.2485
O  3.2576  4.2562  3.0836
O  3.0687  2.3325  4.5827
N  3.0311  1.8969  1.9836
O  3.8622  0.8135  2.3357
C  2.0784  1.5440  0.9957
N  2.2793  2.1093  -0.1762
P  3.6110  3.2780  -0.4664
O  4.4146  2.5726  -1.6648
I  2.4417  5.0608  -1.6163
N  1.0824  0.6693  1.1713
C  1.1402  -0.1869  2.3806
C  1.9210  -1.4764  2.0900
F  1.3149  -2.5013  2.7825
C  -0.2735  1.0911  0.8327
C  -0.7031  2.4076  0.7668
C  -2.0343  2.5784  0.4421
C  -2.8870  1.5079  0.2215
N  -2.4624  0.2448  0.2732
C  -1.1834  0.0690  0.5567
H  3.7046  4.3389  2.2283
H  2.4632  1.6805  4.9589
H  4.7691  1.1386  2.2501
H  1.6515  1.8759  -0.9455
H  4.7665  1.7058  -1.4209
H  1.5952  0.3108  3.2267
H  0.1353  -0.4818  2.6457
H  1.8515  -1.7104  1.0290
H  2.9577  -1.3993  2.3905
H  -0.0398  3.2340  0.9574
H  -2.4326  3.5800  0.3657
H  -3.9223  1.6690  -0.0288
H  -0.8277  -0.9539  0.5833
C  3.7384  1.2178  -7.8750
C  3.3731  2.3400  -7.1419
C  2.9707  2.2067  -5.8246
C  2.9468  0.9416  -5.2629
C  3.3008  -0.1897  -5.9776
C  3.6975  -0.0440  -7.2954
N  2.5420  0.7970  -3.8649
O  2.2125  1.8026  -3.2563
O  2.5626  -0.3085  -3.3636
H  4.0574  1.3262  -8.9026
H  3.4042  3.3200  -7.5968
H  2.6850  3.0737  -5.2481
H  3.2697  -1.1681  -5.5213
H  3.9808  -0.9161  -7.8681
C  -1.3182  -6.0328  3.4874
C  -0.4818  -5.1953  2.7608
C  -0.6781  -5.0260  1.4014
C  -1.7180  -5.6966  0.7885
C  -2.5580  -6.5406  1.4913
C  -2.3522  -6.7084  2.8528
N  -1.9390  -5.4929  -0.6521
O  -1.1710  -4.7549  -1.2411
O  -2.8733  -6.0660  -1.1677
H  -1.1690  -6.1579  4.5515
H  0.3240  -4.6696  3.2517
H  -0.0308  -4.3776  0.8307
H  -3.3626  -7.0573  0.9900
H  -2.9980  -7.3593  3.4207
C  -3.7863  3.5697  -4.9150
C  -2.7451  3.4948  -3.9982
C  -2.7466  4.3120  -2.8801
C  -3.7990  5.1897  -2.6995
C  -4.8402  5.2865  -3.6023
C  -4.8283  4.4668  -4.7194
N  -3.8132  6.0312  -1.4939
O  -2.8708  5.9264  -0.7255
O  -4.7552  6.7675  -1.3222
H  -3.7853  2.9272  -5.7852
H  -1.9326  2.7987  -4.1549
H  -1.9366  4.2571  -2.1686
H  -5.6491  5.9828  -3.4393
H  -5.6354  4.5255  -5.4356
C  -1.2624  6.4689  2.0309
C  -0.2116  6.3654  2.9335
C  -0.1937  7.1517  4.0733
C  -1.2382  8.0300  4.2888
C  -2.2902  8.1520  3.4006
C  -2.2986  7.3627  2.2610
N  -1.2328  8.8542  5.5105
O  -0.2851  8.7381  6.2599
O  -2.1749  9.5949  5.6911
H  -1.2770  5.8523  1.1421
H  0.5943  5.6665  2.7546
H  0.6178  7.0784  4.7815
H  -3.0919  8.8492  3.5915
H  -3.1117  7.4410  1.5530
C  7.6565  -2.5092  -2.6310
C  8.3948  -1.7097  -3.4942
C  8.0342  -1.6103  -4.8282
C  6.9321  -2.3161  -5.2725
C  6.1864  -3.1207  -4.4315
C  6.5561  -3.2154  -3.0997
N  6.5364  -2.2021  -6.6857
O  7.2160  -1.5058  -7.4076
O  5.5449  -2.8081  -7.0427
H  7.9420  -2.5848  -1.5900
H  9.2539  -1.1643  -3.1292
H  8.6041  -0.9945  -5.5076
H  5.3338  -3.6676  -4.8053
H  5.9858  -3.8425  -2.4286
C  -8.0825  -10.0336  5.6668
C  -6.7221  -10.2896  5.5586
C  -5.8293  -9.2430  5.3991
C  -6.3205  -7.9513  5.3538
C  -7.6714  -7.6754  5.4544
C  -8.5559  -8.7293  5.6115
N  -5.3777  -6.8336  5.2040
O  -4.1932  -7.0997  5.0950
O  -5.8263  -5.7090  5.1968
H  -8.7762  -10.8534  5.7960
H  -6.3556  -11.3055  5.6011
H  -4.7702  -9.4338  5.3148
H  -8.0306  -6.6584  5.4127
H  -9.6155  -8.5324  5.6935

- multiplicity = 1
- calculated total energy (hartree) = -4608.71284
- net charge = +1
- LUMO energy (eV) = -4.2
- E_HOMO (eV) = -11.281

***

Record 4
The following is a quantum chemistry calculation of a structure of composition C44H43MnN8Si at a distorted geometry, from the Open Molecules 2025 dataset.

CARTESIAN COORDINATES (ANGSTROEM)
Mn  0.0905  -0.0778  0.2677
C  -0.6228  5.8997  2.7041
C  -1.8644  5.8516  2.0430
C  -2.1809  4.8025  1.2054
C  -1.2361  3.7915  1.0413
C  -1.2765  2.5677  0.2990
N  -2.2324  2.2662  -0.5519
C  -2.2628  1.1109  -1.1907
C  -3.1180  0.8528  -2.3091
C  -4.0032  1.6624  -3.0222
C  -4.6275  1.1256  -4.1276
C  -4.3768  -0.1982  -4.5364
C  -3.4978  -1.0032  -3.8440
C  -2.8658  -0.4726  -2.7186
C  -1.8628  -0.9927  -1.8402
N  -1.3720  -2.2152  -1.9440
C  -0.2819  -2.5866  -1.3131
N  0.5671  -1.7924  -0.5528
C  1.6802  -2.5594  -0.2290
N  2.7930  -2.1260  0.3268
C  2.9324  -0.8784  0.7290
N  1.9461  0.0917  0.8502
C  2.5520  1.2596  1.2963
N  1.9702  2.3950  1.6256
C  0.7048  2.6347  1.3469
N  -0.1182  1.8458  0.5493
C  0.0091  3.8342  1.7030
C  0.3207  4.9077  2.5401
C  3.9537  1.0260  1.4614
C  5.0017  1.8589  1.8549
C  6.2705  1.3223  1.9021
C  6.5072  -0.0230  1.5611
C  5.4800  -0.8509  1.1630
C  4.1906  -0.3186  1.1158
C  1.4903  -3.8975  -0.7053
C  2.2267  -5.0747  -0.5644
C  1.7173  -6.2318  -1.1163
C  0.4954  -6.2368  -1.8139
C  -0.2393  -5.0788  -1.9637
C  0.2632  -3.9097  -1.3972
N  -1.5222  -0.0275  -0.9054
H  -0.4148  6.7386  3.3577
H  -2.5781  6.6511  2.2016
H  -3.1332  4.7404  0.6940
H  -4.1830  2.6839  -2.7119
H  -5.3157  1.7325  -4.7037
H  -4.8775  -0.5828  -5.4165
H  -3.2814  -2.0135  -4.1678
H  1.2703  4.9446  3.0593
H  4.8070  2.8943  2.1044
H  7.1070  1.9439  2.1985
H  7.5185  -0.4074  1.6189
H  5.6513  -1.8842  0.8886
H  3.1601  -5.0805  -0.0154
H  2.2559  -7.1653  -1.0044
H  0.1283  -7.1670  -2.2303
H  -1.1869  -5.0607  -2.4872
C  -3.5807  -1.2396  1.9494
C  -2.6858  -0.3778  2.8507
C  -2.8841  1.0763  2.4107
C  -3.1907  -0.5009  4.2943
Si  -0.7905  -0.9285  2.6488
C  0.2373  -0.2291  4.2041
C  -0.0873  -0.9947  5.4951
C  -0.0959  1.2528  4.4360
C  1.7593  -0.3354  3.9877
C  -0.7744  -2.9180  2.7785
C  0.6771  -3.3885  2.9517
C  -1.5709  -3.4838  3.9622
C  -1.3735  -3.5454  1.5022
H  -4.5925  -0.8195  1.9420
H  -3.6504  -2.2663  2.3080
H  -3.2198  -1.2532  0.9175
H  -3.9003  1.4007  2.6646
H  -2.7780  1.1673  1.3325
H  -2.1866  1.7670  2.8874
H  -4.2697  -0.3121  4.3005
H  -2.7259  0.2395  4.9452
H  -3.0243  -1.4898  4.7207
H  -1.1561  -1.0932  5.6822
H  0.3488  -0.4428  6.3344
H  0.3609  -1.9891  5.4914
H  -1.1163  1.3922  4.7957
H  0.0376  1.8424  3.5303
H  0.5839  1.6575  5.1945
H  2.0593  -1.2425  3.4621
H  2.2655  -0.3291  4.9593
H  2.1334  0.5183  3.4291
H  1.0779  -3.0801  3.9191
H  1.3349  -3.0069  2.1744
H  0.7151  -4.4827  2.9055
H  -1.1933  -3.1496  4.9271
H  -1.4873  -4.5761  3.9327
H  -2.6303  -3.2338  3.8999
H  -1.2712  -2.9096  0.6272
H  -2.4375  -3.7478  1.6244
H  -0.8814  -4.4961  1.2758

- multiplicity = 6
- calculated total energy (hartree) = -3581.19730
- net charge = -1
- LUMO energy (spin up / spin down) (eV) = 0.9 / 1.1
- E_HOMO (spin up / spin down) (eV) = -2.403 / -3.236

***

Question: Look up the calculated total energy of the second one.
Answer: -5211.34263 hartree